{"formula": "C5H10O", "method": "ωB97M-V with the def2-TZVPD basis set", "symbols": ["C", "C", "C", "C", "C", "O", "H", "H", "H", "H", "H", "H", "H", "H", "H", "H"], "positions_angstrom": [[1.9337, 0.3459, 0.4184], [0.8017, -0.0856, -0.5223], [-0.3325, -0.5916, 0.3339], [-0.5528, -1.9581, 0.2393], [-1.8936, 1.7825, -0.0601], [-2.0634, 1.6792, -1.2514], [2.3235, -0.5099, 0.9815], [1.5779, 1.0854, 1.1437], [2.7627, 0.7841, -0.1457], [1.1923, -0.8316, -1.2373], [0.4644, 0.7810, -1.1035], [0.0683, -2.6409, -0.3644], [-1.3222, -2.4444, 0.8440], [-1.3273, -1.0947, -0.3248], [-0.9709, 2.2148, 0.3706], [-2.6618, 1.4838, 0.6780]], "atomic_forces_ev_per_a": [[0.0799, 0.0362, 0.0663], [-0.0058, 0.0588, -0.0576], [0.1370, -0.2716, -0.1105], [0.0708, -0.0614, 0.1004], [-0.0548, 0.0023, -0.2556], [0.0432, 0.0761, 0.4705], [-0.0610, 0.1266, -0.0728], [0.0486, -0.1018, -0.1101], [-0.1218, -0.0706, 0.0687], [-0.0950, 0.0682, 0.1174], [0.0650, -0.1298, 0.0832], [-0.0603, 0.1330, 0.0787], [0.0940, 0.1250, -0.0919], [-0.1180, 0.0577, -0.0692], [-0.0857, -0.0423, -0.0833], [0.0641, -0.0064, -0.1343]], "mulliken_charge": [-1.188, -0.244, -0.300, -0.672, -0.072, -0.421, 0.314, 0.312, 0.353, 0.327, 0.261, 0.261, 0.313, 0.265, 0.220, 0.271], "spin_multiplicity": 1, "gap_ev": 9.41, "energy_ev": -7389.9959, "e_above_lowest_ev": 4.769, "homo_ev": -8.5, "e_lumo_ev": 0.91}